# 1
# C9H11NO2

The molecule C9H11NO2 at a distorted geometry (the ωB97M-V functional and the def2-TZVPD basis, OMol25).

```
23
Properties=species:S:1:pos:R:3:forces:R:3
C -0.82391 -0.72767 1.69344 -1.7 5.2 2.3
C -1.78302 -0.94877 0.58722 0.9 0.9 2.9
C -0.25468 0.74300 1.33299 2.8 -2.2 1.9
C 0.56768 0.68375 0.07689 3.6 -0.7 -1.9
C -0.02898 0.69299 -1.23351 -3.5 -0.7 1.4
C 2.03672 0.62798 0.05455 0.1 2.6 0.6
C 0.56345 0.94070 -2.45479 0.3 -0.3 1.8
C 2.72193 0.83785 -1.23739 1.5 0.7 0.9
C 1.98826 0.93925 -2.42854 -0.7 0.2 -2.1
H 0.80402 -1.64109 1.27086 -0.9 -1.0 1.9
H -0.37623 -2.54922 2.31789 2.0 2.0 -0.8
H -1.46333 -0.47132 2.60757 0.3 -0.4 -0.9
H -1.08332 1.33323 1.00591 0.6 1.3 1.0
H 0.37914 0.96823 2.31302 -1.4 0.4 -2.4
H -1.19782 0.41631 -1.31079 2.8 1.4 0.3
H 2.65537 0.83485 1.12019 -1.7 -0.9 -3.2
H -0.23463 1.19511 -3.19542 1.7 -0.6 -0.2
H 3.93326 1.16708 -1.33845 -3.6 -1.5 0.6
H 2.41881 0.97554 -3.48330 0.2 0.4 1.8
H -2.37595 0.80406 1.28879 -1.0 -2.5 -3.1
N 0.15587 -1.60416 2.13617 0.6 -2.8 -1.9
O -1.77254 -2.01761 0.09925 -1.7 -1.1 -2.7
O -2.53685 0.20035 0.41393 -1.2 -0.1 1.7
```
Forces are in eV/Å.

Values from the calculation:
- Gap between HOMO and LUMO: 9.33 eV
- Relative energy (zero: lowest compared OMol25 entry of this formula, charge and spin): 452.5 kJ/mol
- HOMO energy: -8.95 eV
- SMILES string: N[C@@H](Cc1ccccc1)C(=O)O
- Charge: 0


# 2
# C37H77BrClN5O5PS2

A 4-piece molecular cluster, C37H77BrClN5O5PS2 overall at a distorted geometry (the ωB97M-V functional and the def2-TZVPD basis, OMol25).

```
129
Properties=species:S:1:pos:R:3:forces:R:3
C 2.87290 -6.33037 -0.30710 0.0 -0.1 0.1
C 1.72935 -7.22226 -0.81237 0.3 0.4 0.0
C 0.66657 -6.47694 -1.63365 -0.2 -0.5 -0.1
C -0.71213 -6.38705 -0.95920 0.7 0.4 0.0
C -0.83458 -5.12738 -0.11374 0.1 -0.1 0.0
C -2.24585 -4.85218 0.38716 0.1 0.4 0.1
C -2.36492 -3.80375 1.51229 0.3 -0.3 -0.1
C -1.23817 -2.78692 1.49194 -0.6 0.2 0.4
N -1.54248 -1.65133 2.39683 0.7 0.3 -1.6
C -2.59469 -0.75877 1.79259 -0.1 0.0 1.1
C -3.78974 -0.53387 2.70895 0.0 0.2 -0.6
C -4.56076 0.74066 2.33178 -0.4 -0.1 0.0
C -5.93090 0.47606 1.69090 0.3 0.3 0.0
C -5.87095 0.38435 0.16288 -0.4 -0.2 0.0
C -6.69782 -0.75114 -0.42485 0.2 0.0 -0.1
C -6.37479 -1.00819 -1.88565 -0.2 -0.1 -0.1
C -7.32075 -2.00797 -2.55270 0.2 0.0 -0.1
C -0.41687 -0.88427 2.73676 -0.2 -0.3 0.4
S -0.34327 -0.02778 4.09890 0.0 0.3 0.3
S 1.03978 -0.86484 1.67659 0.2 0.0 0.3
C 0.35333 -0.23036 0.13317 -0.1 -0.3 -0.1
C 1.04232 -0.80041 -1.09697 -0.1 0.4 -0.2
C 2.49962 -0.37497 -1.35929 0.1 -0.2 0.0
N 3.20923 0.27370 -0.25433 0.5 0.3 0.6
C 3.08863 1.58061 0.04131 -0.3 -0.4 -0.4
N 3.67426 2.19431 1.07958 -0.3 0.3 -0.1
C 3.21690 3.43774 1.05653 0.4 -0.2 0.2
C 3.50049 4.48464 2.05709 -0.3 0.1 0.0
N 2.41483 3.64378 0.01842 0.1 -0.1 0.3
N 2.30670 2.45608 -0.65969 -0.1 0.1 0.3
C 1.50134 2.37302 -1.85231 -0.1 0.2 0.0
C 2.35010 2.53083 -3.09616 -1.5 -1.1 0.2
O 3.29633 3.19428 -3.16351 2.0 1.4 -0.1
Cl 1.74064 1.58719 -4.41457 -0.3 -0.3 -0.6
P 4.28489 -0.87619 0.58858 -0.4 -0.5 -0.4
O 4.23748 -0.30857 2.07675 0.3 0.0 0.1
Br 6.33582 -0.28288 -0.12281 -0.1 0.2 0.1
H 3.75893 -6.42311 -0.92866 0.1 0.1 -0.2
H 2.59511 -5.27867 -0.29125 -0.1 0.1 0.1
H 3.17324 -6.60914 0.69886 0.1 0.0 0.1
H 2.16515 -7.99944 -1.43233 0.0 -0.2 0.0
H 1.27266 -7.71886 0.03949 -0.2 -0.1 0.1
H 1.02689 -5.47727 -1.87266 0.0 0.2 -0.1
H 0.53820 -6.99232 -2.58277 0.0 0.0 -0.2
H -1.48379 -6.40506 -1.72435 -0.3 -0.1 0.0
H -0.79860 -7.24903 -0.30271 -0.4 -0.2 -0.1
H -0.12032 -5.19889 0.70862 0.0 0.0 0.2
H -0.49933 -4.28636 -0.72261 0.1 0.2 -0.1
H -2.69262 -5.77815 0.73698 -0.2 -0.1 -0.1
H -2.81975 -4.47847 -0.45972 -0.2 -0.2 -0.2
H -2.34209 -4.30677 2.47524 -0.1 0.1 0.2
H -3.31818 -3.29258 1.40600 -0.2 0.0 0.2
H -1.10523 -2.42337 0.47072 0.2 -0.1 -0.1
H -0.33135 -3.25676 1.84670 0.2 0.0 -0.1
H -2.91144 -1.19214 0.84626 0.0 0.0 -0.2
H -2.15625 0.21932 1.61267 0.1 0.1 -0.2
H -4.45782 -1.38501 2.60100 0.0 -0.2 0.4
H -3.42724 -0.46767 3.72769 0.0 -0.1 0.2
H -3.98144 1.33287 1.62280 0.2 0.2 0.0
H -4.69498 1.36486 3.20972 0.1 0.1 0.2
H -6.36091 -0.42852 2.11547 -0.1 -0.1 0.0
H -6.59577 1.29003 1.96902 -0.2 0.0 0.0
H -4.84102 0.27690 -0.18325 0.2 0.0 0.0
H -6.26013 1.31284 -0.25251 0.2 0.2 -0.2
H -6.51577 -1.66105 0.15062 -0.1 -0.1 0.1
H -7.75952 -0.52221 -0.33903 -0.1 0.0 0.1
H -5.35388 -1.38175 -1.95753 0.2 0.1 -0.1
H -6.40206 -0.07107 -2.43898 0.0 0.2 0.0
H -7.50754 -1.73510 -3.58683 -0.1 0.0 -0.1
H -6.89192 -3.00614 -2.57193 0.0 -0.2 0.1
H -8.27627 -2.05443 -2.03868 -0.2 0.0 0.0
H 0.36507 0.85688 0.14374 0.1 0.2 0.1
H -0.69038 -0.51262 0.07641 -0.2 0.0 0.0
H 0.96948 -1.88357 -1.09040 0.0 -0.2 0.2
H 0.45428 -0.47573 -1.95869 -0.1 -0.1 -0.2
H 3.08121 -1.26574 -1.57909 0.1 -0.1 -0.1
H 2.58209 0.23594 -2.25206 0.1 0.0 -0.1
H 3.84895 5.39693 1.58437 0.2 0.1 0.0
H 4.21951 4.11411 2.76799 0.3 -0.1 0.1
H 2.58547 4.71645 2.59996 -0.1 0.0 0.0
H 1.95750 4.50281 -0.23480 -0.2 -0.1 -0.3
H 0.79850 3.20366 -1.84749 -0.2 0.1 0.0
H 0.92516 1.46166 -1.89631 -0.1 0.0 0.2
H 5.10870 -0.29122 2.49477 0.0 0.2 0.2
C 8.21017 3.36343 0.17286 0.1 -0.1 -0.1
C 9.51170 4.09916 -0.10437 0.0 0.0 -0.1
O 10.34581 4.22980 1.02579 0.0 0.1 0.1
C 10.78753 3.02182 1.62347 0.0 -0.1 0.0
C 11.59294 2.12605 0.69908 0.0 0.1 -0.1
H 7.66647 3.86058 0.96656 -0.2 0.1 0.2
H 7.59004 3.34162 -0.72646 0.0 0.0 0.0
H 8.37692 2.33122 0.48176 0.0 0.0 -0.1
H 9.29621 5.12178 -0.41616 0.0 0.0 0.0
H 10.04705 3.62428 -0.93399 0.0 0.0 0.0
H 9.93961 2.47028 2.04808 0.0 0.0 0.0
H 11.40738 3.33727 2.46145 0.0 0.0 0.0
H 11.00697 1.77638 -0.15221 0.0 0.0 0.0
H 11.94068 1.24870 1.24410 0.0 0.0 0.0
H 12.46074 2.66011 0.31194 0.0 0.0 0.0
C -2.42698 -0.11107 -6.93586 0.0 -0.1 0.0
C -3.27079 -0.17780 -5.67426 0.0 0.1 0.0
O -3.55679 -1.49134 -5.23332 -0.1 0.0 0.1
C -2.44577 -2.30238 -4.91571 0.1 -0.1 -0.1
C -1.57114 -1.74814 -3.80198 0.0 0.1 0.1
H -2.91232 -0.65176 -7.74801 0.0 0.0 0.0
H -2.29481 0.92753 -7.24008 0.0 0.0 0.0
H -1.43509 -0.54333 -6.79213 0.0 0.0 0.0
H -4.24530 0.27230 -5.86092 0.0 0.0 0.0
H -2.80349 0.40566 -4.86991 0.0 0.0 0.0
H -1.84281 -2.50092 -5.80888 0.0 0.0 0.0
H -2.87047 -3.25665 -4.60483 0.0 0.0 0.0
H -1.11755 -0.79244 -4.07581 0.0 0.0 0.0
H -0.76532 -2.44970 -3.57758 0.0 0.0 0.0
H -2.16201 -1.59160 -2.89618 0.0 0.0 0.0
C -1.99988 5.53875 2.95579 0.0 0.0 0.0
C -3.35512 4.85201 3.03028 0.0 0.1 -0.1
O -3.44073 3.84949 4.01991 0.0 -0.2 0.0
C -3.22828 4.26573 5.35987 0.0 0.0 0.1
C -4.20801 5.31771 5.84806 0.0 0.0 -0.1
H -1.21209 4.80087 2.78500 0.0 0.0 0.0
H -1.99418 6.26108 2.13800 0.0 0.0 0.0
H -1.76055 6.07707 3.87291 0.0 0.0 0.0
H -3.55475 4.33591 2.08980 0.0 0.0 0.0
H -4.15048 5.59477 3.15687 0.0 0.0 0.0
H -2.19620 4.60941 5.49578 0.0 0.0 0.0
H -3.33739 3.35837 5.95266 0.0 0.0 0.0
H -4.12724 6.25017 5.28788 0.0 0.0 0.0
H -4.01534 5.54442 6.89637 0.0 0.0 0.0
H -5.23274 4.95750 5.75390 0.0 0.0 0.0
```
Forces are in eV/Å.

Values from the calculation:
- Gap between HOMO and LUMO: 7.50 eV
- HOMO energy: -10.47 eV
- Charge: +1


# 3
# C3H8N2O2

The molecule C3H8N2O2 at a distorted geometry (the ωB97M-V functional and the def2-TZVPD basis, OMol25).

```
15
Properties=species:S:1:pos:R:3:forces:R:3
C -1.12324 -0.91307 0.96645 4.5 3.6 -1.9
C 2.13836 -0.24368 1.00577 0.0 -2.2 -0.9
C -1.19074 0.90851 -1.92980 -1.3 -0.3 -1.0
N -0.20022 0.15696 1.45255 -2.8 1.2 0.2
N -0.31721 0.24754 0.02619 -0.6 -4.3 0.9
O 1.09410 -0.26559 1.96977 -1.2 -0.1 -1.2
O -1.21587 1.17548 -0.56412 0.0 0.7 2.5
H -0.61129 -1.79374 0.77642 0.5 -1.8 -0.3
H -2.16927 -0.86896 0.94757 -1.2 0.6 0.7
H 2.19813 -1.17588 0.30284 -0.3 1.2 1.4
H 3.03327 -0.23989 1.62979 0.0 0.4 -0.4
H 1.98040 0.56047 0.31596 0.5 0.8 0.0
H -1.88438 0.11561 -2.29161 -0.1 0.3 0.7
H -0.23912 0.51286 -2.14731 1.4 0.1 -0.8
H -1.49292 1.82337 -2.46048 0.5 -0.2 0.2
```
Forces are in eV/Å.

Values from the calculation:
- Gap between HOMO and LUMO: 9.97 eV
- Relative energy (zero: lowest compared OMol25 entry of this formula, charge and spin): 798.2 kJ/mol
- HOMO energy: -8.95 eV
- SMILES string: CON1CN1OC
- Charge: 0


# 4
# C55H76ClN9O9S2

A 8-piece molecular cluster, C55H76ClN9O9S2 overall at a distorted geometry (the ωB97M-V functional and the def2-TZVPD basis, OMol25).

```
152
Properties=species:S:1:pos:R:3:forces:R:3
C 2.02417 -0.74434 3.97914 0.1 -0.7 0.0
C 3.43543 -1.44949 3.81336 -0.6 0.1 1.5
O 4.44128 -0.65952 3.17632 -1.0 -0.1 -0.6
C 4.03667 -0.18643 1.88100 1.2 -0.3 -1.3
C 3.76992 -1.35036 0.82455 0.7 1.2 0.0
O 2.56329 -1.00106 0.13313 0.4 -1.7 0.7
C 1.73824 -2.12643 -0.19779 -1.7 0.9 0.1
C 0.27836 -1.79238 0.36884 1.5 0.3 -0.9
O -0.61385 -1.86623 -0.75421 -0.6 -0.1 1.7
C -1.96802 -2.07018 -0.31964 -0.9 0.0 -0.6
C -2.37131 -1.27407 0.95626 -0.7 1.2 1.7
C -2.58840 -1.89972 2.29068 -0.1 1.2 -0.5
C -2.37552 -3.44008 2.45417 -0.1 0.5 1.3
C -3.70781 -4.24863 2.72245 0.8 -0.9 -0.8
C -4.36964 -4.65252 1.33095 -0.6 0.2 1.1
C -5.89953 -4.24890 1.34854 1.1 0.0 0.0
S -6.21372 -2.71511 0.35756 -2.3 -1.1 -4.0
O -7.64455 -2.71828 0.05517 1.3 0.3 1.5
O -5.45308 -2.69344 -0.90666 0.3 0.1 2.7
Cl -5.80981 -1.03343 1.47122 0.0 -0.8 -0.1
C -2.98561 -1.08700 3.46553 0.8 0.3 -2.0
S -3.17988 -1.97322 5.06139 0.5 0.7 -0.3
C -3.21392 0.37364 3.36978 0.3 -0.6 -1.3
C -3.65510 1.24620 4.58207 -0.2 -0.1 -0.4
C -4.92408 0.68818 5.35202 0.5 0.6 0.6
O -4.61397 0.68468 6.76201 -0.2 -0.5 -0.5
C -2.98656 0.96337 2.06869 0.2 -1.9 -0.6
C -2.55977 0.15829 0.89688 -0.7 -0.3 1.6
C -2.38179 1.14880 -0.31774 -0.3 -1.5 3.0
O -2.16046 0.87628 -1.45928 0.1 0.7 0.2
N -2.50658 2.40390 0.31992 0.7 2.0 -0.8
C -1.71064 3.54822 -0.16483 0.4 1.4 -1.4
C -1.08505 4.44043 0.96884 -0.7 -0.1 -0.5
C 0.01728 5.43561 0.45883 -0.3 0.6 1.5
C 0.21896 6.51613 1.62635 -1.2 -0.8 -0.2
N 0.23490 5.83033 2.97247 -0.1 0.0 -0.1
C -0.74512 6.40391 3.87340 0.0 1.2 1.0
C -2.12006 5.75804 4.19924 -0.4 -0.4 -0.5
O -0.46014 7.45003 4.43570 -0.3 -0.7 -0.2
C -3.13005 2.45826 1.58577 0.4 -3.5 0.3
O -3.68073 3.35249 2.16517 0.6 0.3 -0.7
H 1.71555 -0.83076 5.05584 0.2 0.2 -1.0
H 1.28356 -1.33055 3.36458 0.5 0.9 0.5
H 2.03911 0.33371 3.68038 -0.1 -1.0 0.3
H 3.27268 -2.45951 3.35357 0.4 0.9 0.0
H 3.81518 -1.64894 4.85562 -0.1 0.2 -1.2
H 3.17765 0.52907 1.88199 0.4 -0.8 0.2
H 4.91428 0.38673 1.46531 -0.8 -0.4 0.8
H 4.60386 -1.34698 0.06790 -0.6 -0.1 0.7
H 3.77030 -2.36135 1.30098 -0.3 0.8 -0.3
H 2.03985 -3.08974 0.28207 0.3 0.8 -0.6
H 1.67212 -2.17778 -1.31819 0.0 -0.4 1.0
H 0.03947 -2.50627 1.19971 -0.1 0.6 -0.7
H 0.29589 -0.72807 0.74329 0.0 -1.1 -0.1
H -2.15029 -3.17912 -0.22586 0.2 1.1 0.2
H -2.62424 -1.72735 -1.16912 0.7 -0.3 0.9
H -1.83786 -3.91026 1.59681 -0.5 0.6 0.7
H -1.70833 -3.57350 3.35154 -0.5 0.1 -0.9
H -3.41395 -5.21697 3.22194 -0.2 1.0 -0.3
H -4.41752 -3.75057 3.42692 0.7 -0.2 -0.8
H -3.83629 -4.19024 0.46068 -0.7 -0.4 0.7
H -4.30489 -5.76892 1.21075 -0.1 1.1 0.0
H -6.30579 -4.02692 2.36667 0.4 -0.2 -0.9
H -6.49427 -5.07177 0.88138 0.1 1.2 0.0
H -1.88176 -2.32802 5.34702 -0.6 0.3 -0.5
H -3.90533 2.29983 4.27819 0.5 -1.2 -0.1
H -2.78681 1.35437 5.29362 -0.9 -0.4 -0.5
H -5.78454 1.40439 5.24462 0.9 -0.7 0.0
H -5.26618 -0.31876 5.00276 0.4 0.8 0.2
H -3.93762 -0.00200 6.91333 -0.4 0.3 -0.2
H -0.85353 3.18657 -0.80437 -1.0 -0.1 0.7
H -2.33355 4.17944 -0.86416 0.6 -0.5 0.8
H -0.69143 3.75986 1.76626 -0.3 0.8 -0.5
H -1.92178 5.07914 1.36997 0.9 -0.8 -0.1
H -0.37187 6.00380 -0.42159 0.7 -0.7 0.4
H 1.01940 4.96433 0.30889 -1.0 0.1 -0.3
H 1.14209 7.12689 1.48837 -0.8 -0.4 0.1
H -0.70580 7.16306 1.64690 1.1 -0.3 -0.4
H 1.15412 5.98110 3.39863 -0.6 0.1 -0.1
H -2.74116 6.41158 4.86936 1.0 -0.4 -0.6
H -2.74183 5.61102 3.27113 0.8 -0.1 0.8
H -2.00238 4.75880 4.70642 0.0 0.9 -0.7
N 3.18353 4.98546 -2.10193 0.0 0.1 0.0
C 3.58977 6.09777 -1.41432 0.0 0.0 0.1
C 4.29287 6.89568 -2.27907 0.0 0.0 0.1
C 4.30711 6.24311 -3.53875 0.0 -0.1 -0.1
C 3.61290 5.06924 -3.39886 0.0 -0.1 0.0
H 2.65196 4.22549 -1.71500 0.1 0.1 -0.1
H 3.34498 6.22340 -0.37170 0.1 0.0 0.0
H 4.74597 7.84361 -2.03505 0.0 -0.1 0.0
H 4.77337 6.59510 -4.44541 0.0 0.0 0.0
H 3.38875 4.28796 -4.10706 0.0 0.1 0.0
N -0.61129 -4.59129 -5.35319 0.0 0.0 0.1
C 0.25040 -5.27143 -4.53798 0.1 -0.1 -0.1
C 0.28130 -4.62683 -3.32560 0.1 -0.1 -0.1
C -0.59979 -3.51922 -3.41258 -0.2 0.2 -0.1
C -1.13741 -3.52501 -4.67346 0.0 -0.1 0.0
H -0.82606 -4.83642 -6.30414 0.0 0.0 0.1
H 0.76650 -6.15136 -4.88945 -0.1 0.0 0.0
H 0.87057 -4.91914 -2.46927 -0.1 0.0 0.0
H -0.81464 -2.80094 -2.63742 0.1 -0.1 -0.2
H -1.84622 -2.86403 -5.14570 0.0 0.0 0.1
N 3.29828 -6.33168 -2.96644 0.0 -0.1 0.0
C 4.25389 -6.89626 -3.76698 0.0 0.0 0.0
C 5.12015 -7.59407 -2.96504 0.0 0.0 -0.2
C 4.66671 -7.44978 -1.62919 -0.1 0.0 0.1
C 3.53981 -6.66823 -1.66268 0.0 0.1 0.0
H 2.53552 -5.75835 -3.28650 0.1 0.0 0.0
H 4.23560 -6.75135 -4.83536 0.1 0.0 0.1
H 5.98291 -8.14760 -3.30063 -0.1 0.0 0.0
H 5.11530 -7.87164 -0.74353 0.0 0.0 0.0
H 2.89144 -6.32263 -0.87327 0.0 0.0 0.0
N 7.36166 1.11575 2.99278 0.0 0.0 0.0
C 7.75537 2.20863 3.71596 0.0 -0.1 0.1
C 8.46611 3.03497 2.88342 0.0 0.0 0.1
C 8.49840 2.42042 1.60631 0.0 -0.1 -0.1
C 7.80704 1.24018 1.70413 0.0 -0.1 0.0
H 6.82693 0.34042 3.35046 -0.1 0.1 0.0
H 7.49744 2.30294 4.75849 0.0 0.0 -0.1
H 8.91222 3.97708 3.16080 0.0 0.0 0.0
H 8.97415 2.80049 0.71592 0.0 0.0 0.0
H 7.59489 0.47897 0.97024 0.1 0.0 0.0
N -7.03756 -2.19417 -3.76504 0.0 0.1 -0.3
C -5.88547 -1.99995 -4.47550 0.0 0.0 0.1
C -6.22048 -1.86819 -5.79943 0.2 0.0 0.0
C -7.63095 -1.98236 -5.89038 -0.2 0.0 0.0
C -8.10638 -2.17995 -4.61900 0.0 0.0 0.1
H -7.08866 -2.32688 -2.77310 0.1 0.0 0.2
H -4.92876 -1.97389 -3.97876 0.0 0.0 0.0
H -5.52927 -1.70671 -6.61195 0.0 0.0 0.0
H -8.22978 -1.92525 -6.78592 0.0 0.0 0.1
H -9.11042 -2.31230 -4.24927 0.0 0.0 0.0
N 3.54856 -8.00930 -7.64830 0.1 0.0 -0.1
C 3.41571 -9.24255 -8.22779 -0.1 0.0 0.0
C 4.33964 -9.33719 -9.23582 -0.1 -0.1 0.1
C 5.06238 -8.11657 -9.26286 0.1 0.1 0.0
C 4.55418 -7.31895 -8.27092 0.0 0.1 0.0
H 2.99496 -7.66452 -6.88411 0.1 -0.1 -0.1
H 2.67628 -9.94281 -7.87412 0.0 0.0 0.0
H 4.48218 -10.18901 -9.88188 0.0 0.0 0.0
H 5.86499 -7.85354 -9.93368 0.0 0.0 0.0
H 4.81889 -6.32244 -7.95531 0.0 0.0 0.0
N -1.26645 10.54166 3.57982 -0.1 0.0 0.0
C -1.82240 11.59241 4.25579 0.0 0.0 0.0
C -1.82760 12.67966 3.41902 -0.1 0.0 0.1
C -1.25741 12.26673 2.18821 0.1 -0.1 -0.1
C -0.92382 10.94238 2.31761 0.0 -0.1 0.0
H -1.13065 9.61503 3.95325 0.1 0.0 0.0
H -2.16418 11.47678 5.27168 0.0 0.0 -0.1
H -2.20059 13.66187 3.66356 0.0 -0.1 0.0
H -1.10890 12.87137 1.30721 0.0 0.0 0.0
H -0.47215 10.25279 1.62242 0.0 0.1 0.0
```
Forces are in eV/Å.

Values from the calculation:
- Gap between HOMO and LUMO: 6.87 eV
- HOMO energy: -7.99 eV
- SMILES string: CCOCCOCCOCc1c(CCCCS(=O)(=O)Cl)c(S)c(CCO)c2c1C(=O)N(CCCCNC(C)=O)C2=O.c1cc[nH]c1.c1cc[nH]c1.c1cc[nH]c1.c1cc[nH]c1.c1cc[nH]c1.c1cc[nH]c1.c1cc[nH]c1
- Charge: 0


The lowest HOMO energy belongs to which entry?
C37H77BrClN5O5PS2


Number 3 is which compound?
C3H8N2O2


Among the records above, which one has the highest gap between HOMO and LUMO?
C3H8N2O2